A.
{"formula": "C6H14N2", "method": "wB97M-V/def2-TZVPD", "elements": ["C", "C", "C", "N", "H", "H", "H", "H", "H", "H", "H", "C", "C", "C", "N", "H", "H", "H", "H", "H", "H", "H"], "coordinates": [[-0.099, 3.020, 2.141], [0.748, 2.017, 1.362], [0.718, 1.903, 0.015], [1.503, 1.041, -0.717], [-0.817, 3.519, 1.484], [-0.647, 2.476, 2.912], [0.461, 3.822, 2.639], [1.480, 1.423, 1.906], [0.101, 2.578, -0.583], [0.915, 0.376, -1.227], [2.218, 0.554, -0.160], [-0.037, -2.938, -1.716], [-0.577, -1.882, -0.740], [-0.501, -2.098, 0.594], [-1.142, -0.667, -1.289], [0.495, -2.400, -2.565], [-0.832, -3.462, -2.285], [0.512, -3.705, -1.176], [-0.937, -1.428, 1.339], [-0.157, -3.057, 0.927], [-1.599, -0.843, -2.210], [-1.805, -0.249, -0.650]], "lowdin_charge": [-0.13, -0.17, -0.28, 0.01, 0.06, 0.06, 0.06, 0.09, 0.11, 0.04, 0.09, -0.07, -0.45, 0.01, 0.05, 0.09, 0.07, 0.07, 0.05, 0.04, 0.10, 0.08], "smiles": "C/C=C/N.C=C(C)N", "spin_multiplicity": 1, "homo_lumo_gap_ha": 0.3216}

=====

B.
{"formula": "C6H14N2", "method": "wB97M-V/def2-TZVPD", "elements": ["C", "C", "C", "C", "C", "N", "C", "N", "H", "H", "H", "H", "H", "H", "H", "H", "H", "H", "H", "H", "H", "H"], "coordinates": [[-0.011, 0.512, 0.464], [2.397, 0.108, 1.203], [-0.691, 1.223, 1.581], [-3.093, -0.965, -1.025], [3.104, -0.121, -0.082], [0.144, -0.766, 0.477], [-1.726, -0.420, -1.263], [-1.093, -0.166, -2.296], [0.589, -1.069, -0.388], [0.313, 1.126, -0.381], [-1.577, -0.323, -3.200], [2.303, 1.123, 1.572], [2.367, -0.666, 1.955], [-1.616, 1.669, 1.205], [-0.924, 0.535, 2.393], [-0.067, 2.040, 1.953], [-3.622, -1.175, -1.970], [-3.683, -0.258, -0.438], [-3.023, -1.884, -0.441], [3.167, -1.183, -0.326], [4.133, 0.270, -0.068], [2.609, 0.388, -0.923]], "lowdin_charge": [-0.39, -0.10, -0.08, -0.09, -0.19, 0.07, -0.25, 0.08, 0.04, 0.11, 0.06, 0.05, 0.05, 0.08, 0.08, 0.07, 0.07, 0.07, 0.07, 0.07, 0.07, 0.06], "spin_multiplicity": 1, "homo_lumo_gap_ha": [0.2708, 0.3125]}

=====

Energies relative to the minimum, kcal/mol: A 0.0; B 98.4

=====

A.
{"formula": "C6H14N2", "method": "wB97M-V/def2-TZVPD", "elements": ["C", "C", "C", "C", "C", "C", "N", "N", "H", "H", "H", "H", "H", "H", "H", "H", "H", "H", "H", "H", "H", "H"], "coordinates": [[-2.067, 0.213, -0.232], [1.814, -0.211, -0.582], [-0.249, 1.962, -0.050], [2.476, -0.249, 0.795], [0.328, -0.451, -0.474], [-0.582, 0.511, -0.260], [-0.008, -1.798, -0.495], [-2.403, -0.923, 0.629], [0.481, -2.363, -1.171], [-1.000, -1.976, -0.422], [-2.015, -0.776, 1.555], [-3.410, -1.005, 0.721], [-2.597, 1.130, 0.067], [-2.414, -0.049, -1.242], [2.019, 0.743, -1.068], [2.249, -0.997, -1.204], [0.814, 2.158, -0.132], [-0.771, 2.578, -0.785], [-0.575, 2.285, 0.940], [2.274, -1.203, 1.276], [2.083, 0.543, 1.427], [3.554, -0.123, 0.706]], "lowdin_charge": [-0.25, -0.21, -0.07, -0.09, -0.34, -0.26, 0.10, -0.02, 0.09, 0.05, 0.08, 0.07, 0.10, 0.12, 0.10, 0.10, 0.06, 0.08, 0.08, 0.07, 0.07, 0.07], "smiles": "CC/C(N)=C(\\C)CN", "spin_multiplicity": 1, "homo_lumo_gap_ha": 0.3138}

=====

B.
{"formula": "C6H14N2", "method": "wB97M-V/def2-TZVPD", "elements": ["C", "C", "C", "C", "N", "C", "C", "N", "H", "H", "H", "H", "H", "H", "H", "H", "H", "H", "H", "H", "H", "H"], "coordinates": [[0.071, -0.845, 2.508], [1.198, 0.115, 2.056], [0.896, 0.819, 0.758], [0.644, 0.101, -0.319], [0.396, 0.535, -1.587], [-0.005, -0.329, -2.715], [-1.389, 0.069, -3.153], [-1.342, -0.410, 2.664], [-0.030, -1.815, 1.854], [0.337, -1.159, 3.595], [2.209, -0.336, 1.942], [1.228, 1.020, 2.970], [0.936, 1.881, 0.741], [0.709, -1.082, -0.327], [0.499, 1.557, -1.924], [0.810, 0.039, -3.607], [-0.116, -1.420, -2.767], [-2.168, -0.215, -2.391], [-1.606, -0.124, -4.234], [-1.645, 1.145, -3.067], [-1.397, 0.426, 3.144], [-1.629, -0.370, 1.728]], "lowdin_charge": [-0.32, -0.24, -0.18, -0.21, -0.08, -0.29, -0.16, 0.00, 0.13, 0.11, 0.10, 0.16, 0.08, 0.17, 0.18, 0.16, 0.11, 0.09, 0.08, 0.06, 0.03, 0.03], "smiles": "CCN/C=C/CCN", "spin_multiplicity": 1, "homo_lumo_gap_ha": 0.3134}

=====

C.
{"formula": "C6H14N2", "method": "wB97M-V/def2-TZVPD", "elements": ["C", "C", "N", "C", "H", "H", "H", "H", "H", "H", "H", "H", "H", "C", "C", "C", "N", "H", "H", "H", "H", "H"], "coordinates": [[-1.136, -1.879, 1.132], [-0.207, -1.421, 2.257], [0.567, -0.239, 1.830], [1.863, -0.157, 2.500], [-1.764, -2.725, 1.415], [-0.552, -2.079, 0.238], [-1.873, -1.105, 0.911], [0.532, -2.205, 2.416], [-0.808, -1.208, 3.144], [0.011, 0.573, 2.059], [2.306, 0.811, 2.280], [1.796, -0.280, 3.590], [2.492, -0.958, 2.112], [-0.140, 0.918, -1.401], [-1.158, 1.720, -1.092], [-0.247, 0.634, -3.646], [0.496, 0.916, -2.660], [0.326, 0.308, -0.632], [-1.477, 2.424, -1.855], [-1.672, 1.727, -0.145], [0.156, 0.651, -4.652], [-1.296, 0.378, -3.486]], "lowdin_charge": [-0.11, -0.29, -0.15, -0.14, 0.07, 0.07, 0.06, 0.10, 0.11, 0.10, 0.07, 0.07, 0.08, -0.27, 0.00, -0.05, -0.02, 0.07, 0.05, 0.04, 0.06, 0.08], "smiles": "C=CN=C.CCNC", "spin_multiplicity": 1, "homo_lumo_gap_ha": 0.3675}

=====

Energies relative to the minimum, kcal/mol: A 0.0; B 70.2; C 40.6

=====

A.
{"formula": "C3H5PS", "method": "wB97M-V/def2-TZVPD", "elements": ["C", "C", "C", "P", "S", "H", "H", "H", "H", "H"], "coordinates": [[-0.089, 0.700, 0.135], [0.796, -0.286, 0.872], [0.746, -0.303, -0.641], [-1.870, 0.539, 0.145], [2.426, 0.163, 0.139], [0.226, 1.764, 0.032], [0.827, -0.940, 1.639], [0.659, -1.198, -1.210], [-1.772, -0.859, 0.141], [-1.949, 0.421, -1.253]], "lowdin_charge": [-0.68, -0.51, -0.43, 0.82, 0.77, 0.09, 0.05, 0.09, -0.10, -0.10], "smiles": "P[C@@H]1[C@H]2S[C@@H]12", "spin_multiplicity": 1, "homo_lumo_gap_ha": 0.3492}

=====

B.
{"formula": "C3H5PS", "method": "wB97M-V/def2-TZVPD", "elements": ["C", "C", "C", "P", "S", "H", "H", "H", "H", "H"], "coordinates": [[-1.229, -0.521, -0.123], [2.160, -0.034, -0.189], [-0.311, -1.415, -0.124], [-0.930, 1.315, -0.118], [3.705, 0.192, 0.130], [-2.291, -0.739, -0.169], [1.589, 0.679, -0.767], [-0.032, -2.435, -0.126], [-0.435, 1.349, 1.187], [-2.226, 1.608, 0.299]], "lowdin_charge": [-0.53, -0.59, 0.00, 0.76, 0.62, 0.04, -0.09, 0.02, -0.11, -0.13], "spin_multiplicity": 1, "homo_lumo_gap_ha": [0.2850, 0.2756]}

=====

Energies relative to the minimum, kcal/mol: A 0.0; B 67.2